Record 1
ORCA calculation (wB97M-V/def2-TZVPD) on C37H45AlAsCl4N5O7S2 as an isolated structure in a non-equilibrium geometry.

Output
* orbital gap: 7.1 eV
* total charge: +2
* HOMO: -0.458 Ha
* ΔE to the lowest compared entry with this formula, charge and spin: 73.8 kJ/mol

The geometry in XYZ format:
```
102
Properties=species:S:1:pos:R:3:mulliken_charge:R:1
Al -0.164 1.269 1.372 -0.663
N -3.839 -4.653 3.105 0.022
C -4.663 -5.691 2.751 0.773
C -5.276 -6.704 3.488 -1.041
C -6.061 -7.583 2.780 -0.411
C -6.231 -7.476 1.383 -0.502
C -5.620 -6.482 0.658 -0.806
C -4.823 -5.567 1.357 0.556
N -4.114 -4.487 0.899 -0.558
C -3.541 -3.965 1.956 -0.301
C -2.707 -2.783 1.879 1.122
C -2.089 -2.177 2.973 -0.797
C -1.330 -1.043 2.791 -0.989
N -1.133 -0.469 1.590 1.079
C -1.722 -1.065 0.533 -0.890
C -2.498 -2.189 0.626 -1.022
H -3.519 -4.452 4.036 0.172
H -5.138 -6.798 4.558 0.392
H -6.565 -8.384 3.305 0.406
H -6.855 -8.200 0.877 0.395
H -5.737 -6.399 -0.415 0.439
H -2.189 -2.571 3.975 0.393
H -0.852 -0.555 3.630 0.837
H -1.551 -0.604 -0.423 0.399
H -2.958 -2.639 -0.243 0.604
C -3.107 5.386 -0.928 -1.562
C -2.316 4.740 0.206 0.281
C -3.224 4.197 1.305 -0.939
S -2.194 3.440 2.580 0.344
O -1.738 2.121 1.907 -0.213
C -3.441 2.916 3.798 -0.942
C -3.909 1.472 3.660 0.052
C -4.758 1.199 2.418 -0.869
H -2.427 5.772 -1.688 0.411
H -3.705 6.223 -0.568 0.449
H -3.785 4.672 -1.403 0.310
H -1.630 5.471 0.641 0.533
H -1.704 3.920 -0.179 -0.472
H -3.923 3.440 0.946 0.231
H -3.780 5.000 1.797 0.708
H -4.275 3.614 3.709 0.575
H -2.949 3.082 4.757 0.479
H -4.487 1.254 4.559 0.576
H -3.043 0.810 3.670 -0.242
H -5.517 1.974 2.284 0.346
H -5.283 0.248 2.512 0.417
H -4.136 1.155 1.523 -0.008
O 2.564 2.220 3.384 -0.617
Cl 1.184 2.467 3.261 1.847
O 0.681 3.396 4.191 -0.597
O 0.869 2.909 1.869 -0.600
O 0.419 1.203 3.343 -0.558
C -2.629 1.643 -2.184 -0.868
As -0.720 1.634 -1.969 0.873
C -0.026 3.245 -2.726 -1.114
C 0.048 0.062 -2.777 -1.072
O -0.338 1.647 -0.334 0.313
H -2.860 2.013 -3.182 0.450
H -3.045 2.321 -1.440 0.061
H -3.048 0.648 -2.061 0.444
H 0.138 3.111 -3.794 0.519
H 0.915 3.484 -2.239 0.335
H -0.748 4.042 -2.562 0.348
H 0.591 0.350 -3.676 0.507
H -0.733 -0.651 -3.033 0.562
H 0.734 -0.381 -2.056 0.219
Cl 7.350 -4.271 -3.618 -0.181
C 6.790 -2.811 -2.901 0.429
C 5.790 -2.851 -1.940 -1.342
C 5.357 -1.669 -1.366 0.496
C 5.894 -0.434 -1.725 -0.314
C 5.434 0.860 -1.094 -0.251
C 5.144 0.756 0.423 -1.544
N 3.791 0.329 0.789 0.480
C 3.479 -0.781 1.543 -1.220
C 2.135 -0.775 1.702 -0.395
N 1.610 0.327 1.058 1.130
C 2.647 0.974 0.529 -0.944
O 4.320 1.490 -1.723 -0.333
C 3.579 0.826 -2.739 -0.135
C 4.179 0.937 -4.111 -0.527
C 4.523 2.108 -4.722 1.068
Cl 4.343 3.691 -4.089 -0.197
S 5.231 1.866 -6.267 -0.154
C 5.062 0.170 -6.118 -0.357
C 4.496 -0.183 -4.936 -1.066
C 6.885 -0.428 -2.710 0.758
Cl 7.588 1.055 -3.261 -0.162
C 7.341 -1.602 -3.289 -0.928
H 5.362 -3.800 -1.646 0.455
H 4.568 -1.716 -0.626 0.418
H 6.256 1.567 -1.180 0.832
H 5.321 1.730 0.875 0.391
H 5.837 0.044 0.864 0.452
H 4.231 -1.457 1.914 0.571
H 1.509 -1.477 2.229 0.630
H 2.591 1.895 -0.021 0.679
H 2.600 1.314 -2.707 0.397
H 3.438 -0.231 -2.505 0.357
H 5.399 -0.478 -6.913 0.460
H 4.315 -1.208 -4.636 0.441
H 8.119 -1.568 -4.039 0.482
```


Record 2
ORCA calculation (wB97M-V/def2-TZVPD) on an isolated ion of composition C5H7O2S and charge -1 in a non-equilibrium geometry.

Output
* orbital gap (alpha / beta): 7.3 / 6.2 eV
* total charge: -1
* HOMO (alpha / beta): -0.148 / -0.104 Ha
* ΔE to the lowest compared entry with this formula, charge and spin: 318.4 kJ/mol

The geometry in XYZ format:
```
15
Properties=species:S:1:pos:R:3:mulliken_charge:R:1
C 1.350 -1.103 -0.113 0.483
C -1.336 -0.787 -1.072 -0.351
C -2.198 -0.750 0.241 -0.751
C 0.131 -0.245 -0.662 0.091
C 1.321 1.757 0.826 -0.910
O 0.887 -2.024 0.577 -0.696
O 2.457 -0.711 -0.359 -0.663
S 0.368 1.420 -0.727 -0.109
H -1.072 -1.762 -1.653 0.241
H -1.944 -0.046 -1.758 0.234
H -2.434 0.294 0.608 0.231
H -1.939 -1.512 0.995 0.299
H 2.230 1.168 1.004 0.294
H 0.578 1.505 1.485 0.311
H 1.600 2.797 0.608 0.296
```


Record 3
ORCA calculation (wB97M-V/def2-TZVPD) on a 2-piece molecular cluster, C3H9NS overall in a non-equilibrium geometry.

Output
* orbital gap: 9.4 eV
* HOMO: -0.309 Ha
* SMILES: C=N.CSC
* ΔE to the lowest compared entry with this formula, charge and spin: 142.7 kJ/mol

The geometry in XYZ format:
```
14
Properties=species:S:1:pos:R:3:mulliken_charge:R:1
C -2.937 -0.762 -0.923 -0.265
N -2.524 -0.818 0.273 -0.509
H -3.614 0.053 -1.188 0.278
H -2.598 -1.504 -1.647 0.244
H -1.951 -1.637 0.458 0.258
C 2.435 -0.173 1.077 -0.834
S 1.296 -0.498 -0.290 -0.090
C 0.615 1.222 -0.460 -0.570
H 1.955 -0.124 2.069 0.289
H 2.982 0.781 0.953 0.276
H 3.145 -0.995 1.166 0.293
H 0.924 1.903 0.364 0.286
H 0.693 1.661 -1.464 0.267
H -0.420 0.893 -0.388 0.077
```


Record 4
ORCA calculation (wB97M-V/def2-TZVPD) on one molecule with the formula C7H14BrClOSi2 in a non-equilibrium geometry.

Output
* orbital gap: 9.3 eV
* HOMO: -0.331 Ha
* SMILES: C[Si](C)(C)O[Si@](C)(C#CBr)CCl
* ΔE to the lowest compared entry with this formula, charge and spin: 212.3 kJ/mol

The geometry in XYZ format:
```
26
Properties=species:S:1:pos:R:3:mulliken_charge:R:1
C -0.803 -1.379 2.213 -1.325
C -0.387 -2.477 2.498 1.291
C -1.341 1.902 1.741 -0.932
C 1.178 -1.198 -2.618 -1.159
C 1.426 1.816 -1.904 -1.161
C 2.445 -0.430 0.259 -1.060
C -3.260 -0.346 0.709 -0.499
O -0.331 -0.087 -0.551 -0.281
Si -1.499 0.044 1.278 0.604
Si 1.185 0.052 -1.068 0.337
Cl -4.101 -0.994 2.220 -0.199
Br 0.198 -4.129 2.821 -0.008
H -0.744 2.037 2.714 0.309
H -0.816 2.299 0.918 0.294
H -2.429 2.267 1.828 0.287
H 1.241 -2.164 -2.062 0.245
H 0.450 -0.898 -3.344 0.283
H 2.100 -1.161 -3.078 0.437
H 1.351 2.773 -1.436 0.415
H 2.446 1.864 -2.381 0.308
H 0.553 1.990 -2.555 0.296
H 2.707 -1.439 0.154 0.344
H 3.456 0.117 0.034 0.280
H 2.215 -0.055 1.283 0.291
H -3.558 -1.050 -0.137 0.337
H -3.682 0.648 0.466 0.267
```


Record 5
ORCA calculation (wB97M-V/def2-TZVPD) on an isolated ion of composition CHN2O4S and charge -1 in a non-equilibrium geometry.

Output
* orbital gap (alpha / beta): 8.1 / 8.0 eV
* total charge: -1
* HOMO (alpha / beta): -0.202 / -0.204 Ha
* ΔE to the lowest compared entry with this formula, charge and spin: 294.5 kJ/mol

The geometry in XYZ format:
```
9
Properties=species:S:1:pos:R:3:mulliken_charge:R:1
C 1.328 0.950 -0.124 0.702
N 0.333 1.480 -0.665 -0.498
N 0.879 -0.406 0.625 -0.174
O 2.527 1.106 -0.036 -0.644
O -1.379 -1.285 -1.101 -0.532
O -2.836 -0.007 0.417 -0.542
O -0.352 -0.525 1.135 -0.273
S -1.515 -0.184 -0.157 0.716
H 1.014 -1.130 -0.093 0.244
```


Record 6
ORCA calculation (wB97M-V/def2-TZVPD) on a 10-piece molecular cluster, C45H117N7O14 overall in a non-equilibrium geometry.

Output
* orbital gap: 8.7 eV
* HOMO: -0.308 Ha
* SMILES: COC[C@H](C)N.COC[C@H](C)N.COC[C@H](C)N.COCCNCCOC.COCCNCCOC.COCCNCCOC.COCCNCCOC.CC(C)O.CC(C)O.CC(C)O
* ΔE to the lowest compared entry with this formula, charge and spin: 251.4 kJ/mol

The geometry in XYZ format:
```
183
Properties=species:S:1:pos:R:3:mulliken_charge:R:1
C -3.457 -1.873 -1.245 -0.762
O -4.784 -1.928 -0.783 -0.285
C -5.682 -2.246 -1.823 -0.654
C -7.122 -2.054 -1.344 -0.651
N -7.444 -3.022 -0.301 -0.421
C -8.628 -2.582 0.438 -0.486
C -8.809 -3.528 1.614 -0.800
O -7.869 -3.161 2.628 -0.185
C -8.100 -3.807 3.848 -0.861
H -3.212 -0.969 -1.813 0.220
H -3.143 -2.700 -1.897 0.482
H -2.837 -1.939 -0.352 0.014
H -5.616 -3.300 -2.111 0.329
H -5.589 -1.602 -2.702 0.349
H -7.765 -2.185 -2.221 0.454
H -7.276 -1.015 -1.015 0.315
H -6.616 -3.117 0.274 0.301
H -9.569 -2.579 -0.116 0.385
H -8.516 -1.547 0.778 0.293
H -8.762 -4.582 1.333 0.360
H -9.776 -3.385 2.117 0.518
H -7.254 -3.754 4.531 0.236
H -8.427 -4.851 3.806 0.319
H -8.917 -3.283 4.367 0.333
C 0.490 4.479 2.900 -0.819
O 0.770 3.654 4.011 -0.006
C 1.750 4.187 4.873 -0.734
C 1.678 3.577 6.270 -0.737
N 2.243 2.253 6.472 -0.452
C 1.807 1.372 5.366 -0.188
C 1.916 -0.076 5.792 -0.058
O 1.004 -0.300 6.862 -0.193
C 1.158 -1.606 7.378 -0.767
H 0.223 5.505 3.178 0.368
H -0.400 4.098 2.404 0.122
H 1.299 4.540 2.166 0.336
H 1.668 5.277 4.939 0.586
H 2.769 4.002 4.495 0.289
H 0.647 3.571 6.659 0.273
H 2.173 4.311 6.917 0.425
H 1.905 1.845 7.332 0.338
H 2.316 1.627 4.443 0.321
H 0.723 1.524 5.264 -0.243
H 2.950 -0.359 6.022 0.491
H 1.597 -0.685 4.935 -0.156
H 0.406 -1.794 8.143 0.261
H 2.111 -1.617 7.929 0.387
H 1.188 -2.417 6.646 0.186
C 3.957 0.747 -4.810 -0.933
O 2.879 0.708 -3.921 0.354
C 2.866 -0.217 -2.850 0.438
C 1.528 -0.017 -2.186 0.555
N 1.241 -1.015 -1.190 2.008
C 0.023 -0.866 -0.408 -1.050
C -0.108 0.463 0.316 -0.091
O -1.333 0.448 1.022 0.660
C -1.482 1.638 1.774 -0.676
H 4.905 0.935 -4.288 0.301
H 3.848 1.459 -5.624 0.155
H 4.083 -0.254 -5.249 0.219
H 3.753 -0.017 -2.239 -0.242
H 2.983 -1.235 -3.240 -0.482
H 0.811 -0.034 -3.026 -1.208
H 1.386 0.999 -1.814 0.034
H 1.446 -1.977 -1.460 -0.859
H -0.121 -1.695 0.289 0.895
H -0.858 -0.902 -1.069 -0.368
H -0.100 1.282 -0.413 0.359
H 0.739 0.605 1.000 0.102
H -2.361 1.743 2.406 -0.754
H -1.555 2.457 1.046 0.627
H -0.610 1.768 2.422 0.264
C 2.452 -4.141 4.359 -0.462
O 1.221 -3.572 4.708 -0.373
C 0.410 -3.278 3.576 -0.310
C -0.958 -2.829 4.110 -0.527
N -2.023 -2.718 3.129 -0.287
C -1.882 -1.508 2.299 0.207
C -3.112 -1.180 1.472 -1.372
O -4.114 -0.590 2.273 -0.246
C -5.170 -0.050 1.507 -0.588
H 3.173 -3.374 4.051 -0.081
H 2.293 -4.826 3.520 0.334
H 2.976 -4.689 5.143 0.305
H 0.193 -4.222 3.067 0.666
H 0.910 -2.454 3.067 -0.028
H -0.760 -1.951 4.740 -0.100
H -1.264 -3.675 4.731 0.542
H -2.861 -2.623 3.694 0.547
H -1.045 -1.643 1.619 -0.745
H -1.683 -0.681 2.991 -0.251
H -3.372 -1.965 0.760 1.435
H -2.740 -0.321 0.889 0.666
H -5.391 -0.611 0.596 -0.106
H -4.918 0.970 1.192 0.311
H -6.109 -0.012 2.059 0.386
C 1.063 -3.947 -3.627 -1.715
C 2.020 -4.573 -2.613 0.602
C 3.513 -4.476 -2.838 -0.591
O 4.041 -4.998 -4.040 -0.455
C 3.901 -4.128 -5.153 -0.509
N 1.690 -3.946 -1.319 -0.717
H 0.996 -4.543 -4.544 0.560
H 1.351 -2.961 -4.001 0.216
H 0.023 -3.897 -3.296 0.381
H 1.752 -5.636 -2.574 0.400
H 3.900 -5.111 -2.033 0.406
H 3.930 -3.486 -2.617 0.156
H 2.846 -4.002 -5.398 0.193
H 4.352 -4.681 -5.980 0.299
H 4.449 -3.193 -4.999 0.185
H 0.699 -4.094 -1.145 0.211
H 2.102 -4.414 -0.512 0.246
C -0.587 -1.021 -5.870 -0.797
C -1.669 0.053 -5.967 0.669
C -1.161 1.454 -5.612 -1.238
O -0.864 1.588 -4.227 -0.239
C -2.011 1.561 -3.430 -0.813
N -2.254 0.093 -7.343 -0.759
H -0.175 -1.015 -4.855 -0.319
H 0.238 -0.901 -6.576 0.353
H -0.995 -2.023 -6.021 0.445
H -2.473 -0.307 -5.323 0.306
H -1.950 2.168 -5.870 0.349
H -0.299 1.731 -6.219 0.459
H -1.843 2.101 -2.498 0.221
H -2.375 0.536 -3.280 0.112
H -2.877 2.080 -3.871 0.411
H -1.461 -0.057 -7.962 0.313
H -2.814 -0.750 -7.423 0.322
C 0.887 5.071 -6.102 -1.531
C 2.080 4.365 -5.474 0.916
C 3.085 5.320 -4.848 -0.591
O 3.656 6.039 -5.930 -0.361
C 4.814 6.737 -5.554 -0.772
N 1.569 3.382 -4.514 0.062
H 0.286 4.398 -6.712 0.311
H 1.230 5.927 -6.682 0.445
H 0.284 5.441 -5.270 0.327
H 2.653 3.786 -6.208 0.059
H 3.845 4.688 -4.376 0.324
H 2.678 6.034 -4.125 0.325
H 5.652 6.069 -5.337 0.278
H 4.674 7.359 -4.661 0.307
H 5.075 7.431 -6.351 0.290
H 2.280 2.778 -4.133 -0.245
H 0.716 2.890 -4.711 0.037
C 4.365 -0.463 2.478 -1.414
C 3.709 -0.861 1.176 1.895
C 4.695 -1.660 0.314 -0.993
O 2.555 -1.650 1.390 0.031
H 3.859 0.197 3.184 0.035
H 5.340 -0.013 2.267 0.423
H 4.634 -1.341 3.080 0.280
H 3.525 0.107 0.689 -0.587
H 5.633 -1.096 0.275 0.519
H 4.345 -1.806 -0.708 -0.331
H 4.917 -2.638 0.743 0.326
H 2.001 -1.533 0.592 -0.386
C -3.286 2.123 4.615 -1.718
C -2.410 0.933 5.007 2.229
C -1.982 1.035 6.450 -1.231
O -3.097 -0.254 4.706 -0.524
H -4.258 2.081 5.113 0.381
H -3.531 2.031 3.552 0.403
H -2.834 3.092 4.830 0.344
H -1.484 0.905 4.409 -0.786
H -1.326 1.907 6.532 0.090
H -1.301 0.224 6.708 0.193
H -2.815 1.128 7.146 0.465
H -3.643 -0.226 3.897 0.446
C 3.592 3.907 -1.586 -0.398
C 4.831 3.464 -0.791 0.402
C 5.156 1.980 -0.966 -0.615
O 5.880 4.283 -1.266 -0.564
H 3.527 4.993 -1.533 0.478
H 2.653 3.600 -1.119 0.233
H 3.695 3.511 -2.590 -0.483
H 4.659 3.533 0.292 0.211
H 4.388 1.289 -0.619 -0.481
H 6.110 1.727 -0.492 0.550
H 5.295 1.726 -2.025 0.305
H 6.713 3.808 -1.170 0.363
```